A cluster of 10 separate species, C74H75F9N3O in total at a distorted geometry. Source: the Open Molecules 2025 dataset; level of theory: ωB97M-V with the def2-TZVPD basis set.

## Properties
E_HOMO   -10.23 eV
Total charge   +1
Molar mass   1193.42 g mol⁻¹
Kohn-Sham gap   5.477 eV
LUMO level   -4.752 eV

Positions of all 162 atoms, in Å:
C1 2.445004 -6.737369 0.929067
C2 1.627938 -6.681608 2.100039
C3 0.410781 -5.623063 2.275627
C4 -0.898480 -6.563382 2.039033
C5 -0.783274 -7.505780 0.751719
F1 -2.101879 -8.027925 0.432761
C6 0.265339 -4.921814 3.749273
N1 0.414130 -3.440998 3.545868
C7 1.707883 -2.826625 3.902544
F2 2.247464 -3.414204 5.104284
F3 1.591076 -1.416658 4.211238
C8 2.855572 -2.940895 2.801205
C9 3.788614 -4.191797 2.881482
C10 4.894800 -4.379446 1.813528
C11 5.032236 -3.295333 0.712523
C12 4.096291 -2.051781 0.645037
C13 4.217747 -0.970099 -0.511119
F4 3.487352 0.190612 -0.165631
F5 3.560798 -1.530910 -1.664427
F6 5.593236 -0.735681 -0.828281
C14 2.961568 -1.837947 1.708182
C15 -0.061595 -3.281449 2.162294
N2 -0.820198 -2.318991 1.623168
C16 -1.304913 -1.233923 2.529615
C17 -1.421787 0.211302 1.851415
O1 -2.553554 0.777848 1.899165
C18 -1.122188 -2.425953 0.154532
C19 -2.415847 -3.416602 0.030171
C20 -3.263298 -3.117899 -1.298298
F7 -3.724263 -1.782062 -1.384984
F8 -4.416555 -3.953785 -1.240618
F9 -2.571787 -3.497775 -2.491887
N3 0.439779 -4.438915 1.371020
H1 2.035141 -6.668498 -0.143389
H2 3.579766 -6.909728 1.030917
H3 1.814518 -7.369010 3.001799
H4 -0.982758 -7.229375 2.964739
H5 -1.851530 -5.934053 1.907785
H6 -0.115023 -8.433456 0.911799
H7 -0.354845 -6.966649 -0.169032
H8 -0.826711 -5.059667 4.091551
H9 1.058126 -5.482932 4.343352
H10 3.604013 -4.956038 3.703880
H11 5.537236 -5.320901 1.884818
H12 5.849525 -3.465237 -0.089244
H13 2.259865 -0.928674 1.690681
H14 -0.710549 -1.112391 3.495907
H15 -2.374417 -1.537222 2.854585
H16 -0.578661 0.758284 1.304912
H17 -1.457033 -1.437009 -0.316577
H18 -0.232126 -2.791471 -0.467516
H19 -2.126601 -4.511844 0.153083
H20 -3.096750 -3.115015 0.914003
H21 1.327558 -4.262746 0.876148
C21 6.252173 2.417051 -2.844192
C22 6.576420 3.674393 -3.345231
C23 6.183329 4.819938 -2.659827
C24 5.474455 4.707126 -1.467656
C25 5.154002 3.450709 -0.965610
C26 5.538382 2.305033 -1.654358
H22 6.555561 1.524107 -3.380862
H23 7.134966 3.761525 -4.271375
H24 6.429844 5.800089 -3.053985
H25 5.171143 5.599359 -0.929855
H26 4.601614 3.364009 -0.034977
H27 5.280128 1.326407 -1.264766
C27 9.202447 -4.581321 -1.819977
C28 9.571031 -5.905920 -2.032933
C29 8.628988 -6.828452 -2.478328
C30 7.319460 -6.423817 -2.720290
C31 6.951500 -5.098166 -2.510904
C32 7.891640 -4.177626 -2.056697
H28 9.936292 -3.863249 -1.469600
H29 10.593459 -6.220009 -1.850922
H30 8.915337 -7.862406 -2.637918
H31 6.586261 -7.141910 -3.072278
H32 5.930327 -4.782094 -2.701357
H33 7.603148 -3.144813 -1.888408
C33 0.773148 -4.547024 -6.515040
C34 -0.203310 -3.888694 -7.255750
C35 -1.440838 -3.608938 -6.684381
C36 -1.698923 -3.979074 -5.367796
C37 -0.720646 -4.634499 -4.625456
C38 0.513708 -4.922341 -5.200271
H34 1.736621 -4.767951 -6.962135
H35 0.000004 -3.593981 -8.279968
H36 -2.204108 -3.101624 -7.264534
H37 -2.661748 -3.756660 -4.921167
H38 -0.920892 -4.921968 -3.598413
H39 1.274211 -5.438163 -4.623423
C39 3.326152 9.534994 0.025954
C40 2.104175 10.103342 -0.320960
C41 1.324100 9.524017 -1.317758
C42 1.762948 8.369388 -1.961443
C43 2.982359 7.799645 -1.611920
C44 3.766460 8.383984 -0.621276
H40 3.935346 9.988454 0.800720
H41 1.759505 10.998945 0.185494
H42 0.374262 9.970961 -1.592571
H43 1.153005 7.914590 -2.735199
H44 3.322697 6.898552 -2.112838
H45 4.720125 7.941874 -0.352500
C45 -6.107677 2.166286 3.384629
C46 -7.088115 2.943145 3.994145
C47 -6.724227 4.012604 4.806143
C48 -5.378781 4.311745 5.001118
C49 -4.398434 3.537281 4.388603
C50 -4.762125 2.461691 3.583695
H46 -6.391915 1.330185 2.754096
H47 -8.137048 2.714197 3.836751
H48 -7.488731 4.613959 5.286641
H49 -5.095063 5.148821 5.630521
H50 -3.349468 3.771800 4.539446
H51 -3.997679 1.854503 3.110594
C51 -5.035035 2.340036 9.014498
C52 -5.986123 3.036638 8.275272
C53 -7.213629 3.357568 8.846435
C54 -7.486551 2.990204 10.160967
C55 -6.533979 2.296889 10.901261
C56 -5.309883 1.967827 10.327210
H52 -4.079056 2.086941 8.567702
H53 -5.770761 3.328978 7.252625
H54 -7.957655 3.894881 8.267747
H55 -8.441782 3.244664 10.607946
H56 -6.746300 2.012005 11.926628
H57 -4.569585 1.422549 10.902920
C57 0.632395 5.156440 -1.022331
C58 0.998610 3.830537 -1.234817
C59 0.054428 2.909692 -1.679801
C60 -1.254644 3.317369 -1.921620
C61 -1.619597 4.644003 -1.712593
C62 -0.677603 5.562694 -1.259027
H58 1.367561 5.872849 -0.672566
H59 2.021109 3.514405 -1.052843
H60 0.338872 1.874333 -1.839449
H61 -1.989858 2.600914 -2.273298
H62 -2.639523 4.962007 -1.902769
H63 -0.963722 6.595547 -1.091097
C63 1.371138 10.676286 -4.821566
C64 2.048344 11.431230 -5.774236
C65 1.574083 11.491582 -7.080974
C66 0.416110 10.804242 -7.433027
C67 -0.263184 10.052350 -6.479584
C68 0.216259 9.984643 -5.175048
H64 1.742695 10.626410 -3.803682
H65 2.947335 11.972573 -5.498076
H66 2.105981 12.074867 -7.825026
H67 0.043539 10.855136 -8.450651
H68 -1.166979 9.517819 -6.753856
H69 -0.310842 9.393729 -4.433096
C69 -8.886173 -7.856333 -0.914802
C70 -8.265993 -7.802099 -2.159205
C71 -7.237261 -6.893092 -2.385750
C72 -6.821758 -6.044222 -1.363977
C73 -7.439604 -6.101136 -0.118409
C74 -8.474558 -7.003892 0.105335
H70 -9.690523 -8.562897 -0.739615
H71 -8.585412 -8.468561 -2.953664
H72 -6.758464 -6.846498 -3.358080
H73 -6.016721 -5.338980 -1.538992
H74 -7.114503 -5.440183 0.678932
H75 -8.959645 -7.044200 1.074708

Cartesian forces (eV/Å) of the 2 atoms listed first:
C -1.06 -0.18 2.02
C 1.46 1.37 -1.78